1.
Molecular formula: C25H33BrI3N6O5SW
Method: DFT, ωB97M-V/def2-TZVPD

Structure (XYZ):
```
75
Properties=species:S:1:pos:R:3:forces:R:3:mulliken_spin:R:1
W -0.5657 0.1264 -1.0457 0.132 0.148 1.811 1.650
I -4.1346 -4.0116 4.6883 0.019 0.021 0.005 0.001
C -3.0973 -2.7068 3.4523 -0.178 -0.104 0.216 0.004
C -3.0052 -1.3621 3.7755 0.070 0.109 -0.032 -0.001
C -2.3304 -0.4979 2.9260 0.183 0.271 -0.114 -0.005
I -2.2885 1.5151 3.5263 0.095 -0.068 -0.114 0.001
C -1.7305 -0.9237 1.7338 0.138 0.229 0.027 0.009
O -1.0605 -0.0556 0.8998 -0.527 -0.286 -0.446 0.142
C -1.8350 -2.2924 1.4706 -0.016 0.159 -0.225 0.020
C -0.0014 -2.9807 0.1645 -0.049 0.015 0.151 0.009
N 0.6895 -1.6991 -0.1788 -0.245 0.392 -0.403 0.022
C 2.0042 -1.9816 -0.7650 0.015 0.004 0.035 0.002
C 2.5145 -0.7800 -1.4789 -0.062 -0.036 -0.040 0.021
C 3.8261 -0.7310 -1.9235 0.226 -0.031 -0.007 -0.002
C 4.2627 0.3669 -2.6342 0.113 0.015 -0.026 0.009
C 3.3632 1.4079 -2.8605 0.195 0.081 -0.100 0.002
C 2.0855 1.2895 -2.3845 -0.006 -0.007 0.051 0.041
N 1.6390 0.2069 -1.7024 -0.154 0.143 -0.075 0.069
C -2.5098 -3.1687 2.2909 0.004 -0.230 -0.062 -0.001
H -3.4608 -0.9890 4.6838 0.034 -0.002 -0.052 0.000
H 0.1839 -3.6869 -0.6363 -0.031 -0.083 -0.199 -0.008
H 0.4176 -3.3630 1.0937 0.167 -0.116 0.120 -0.003
H 0.8401 -1.2484 0.7155 0.061 0.201 0.198 -0.006
H 1.9126 -2.8086 -1.4677 -0.033 -0.071 -0.112 -0.003
H 2.7192 -2.2941 -0.0046 0.053 -0.103 0.062 0.000
H 4.4894 -1.5617 -1.7077 -0.046 0.061 -0.044 0.000
H 5.2821 0.4197 -3.0030 -0.113 -0.003 0.032 0.000
H 3.6500 2.2958 -3.4131 -0.015 -0.097 0.073 0.000
H 1.3729 2.0799 -2.5635 -0.080 -0.009 -0.065 -0.004
H -2.5856 -4.2116 1.9975 0.029 0.151 0.012 0.000
N 0.9868 3.5057 2.6194 -0.007 0.004 -0.244 0.000
C 0.2861 4.1805 1.4624 0.071 -0.163 0.005 0.000
C -0.3399 3.1232 0.5638 0.266 -0.066 0.125 -0.003
N 0.6143 2.0871 0.0947 -0.273 -0.211 0.344 0.005
C 1.3788 1.5253 1.2383 -0.068 0.164 -0.059 0.016
C 2.0495 2.5760 2.1046 -0.096 0.133 -0.115 -0.001
H 0.2983 2.9608 3.1533 -0.138 -0.045 0.091 0.000
H 1.3861 4.1966 3.2556 0.023 0.076 0.029 0.000
H 1.0319 4.7874 0.9493 0.044 -0.005 0.034 0.000
H -0.4914 4.8341 1.8486 -0.021 0.041 0.122 0.000
H -0.7810 3.6255 -0.2904 -0.040 0.001 -0.107 0.008
H -1.1343 2.6177 1.1026 -0.145 -0.094 0.023 0.004
H 1.2720 2.5252 -0.5404 0.086 0.008 -0.067 0.013
H 2.1503 0.8501 0.8682 0.003 0.006 -0.070 0.004
H 0.6726 0.9544 1.8400 -0.038 -0.056 0.030 -0.001
H 2.7556 3.1846 1.5416 0.053 0.049 0.012 -0.001
H 2.5725 2.1208 2.9421 -0.061 0.008 0.094 0.001
Br 0.4565 -1.6746 -6.4037 0.014 -0.032 -0.059 -0.001
C -0.1619 -0.2472 -5.3676 0.066 -0.144 -0.206 0.002
C -0.7286 0.8824 -5.9340 -0.091 0.206 -0.084 0.013
C -1.1630 1.8878 -5.0862 -0.027 0.061 -0.258 -0.012
C -1.0493 1.7284 -3.7237 0.057 -0.128 0.095 0.005
N -0.5031 0.6348 -3.1731 -0.127 -0.081 -0.611 -0.061
C -0.0572 -0.3305 -4.0034 -0.108 0.259 0.311 0.012
H -0.8231 0.9733 -7.0088 -0.011 0.001 0.027 0.000
H -1.6073 2.7909 -5.4833 0.019 -0.035 0.010 0.000
H -1.4148 2.4782 -3.0451 -0.045 0.078 0.088 0.018
H 0.3926 -1.2028 -3.5581 0.059 -0.123 0.119 -0.003
C -2.2332 -2.8250 -2.6794 0.317 -0.127 0.137 -0.009
S -2.4578 -1.2080 -1.9914 -0.342 0.049 -0.634 -0.049
O -2.9670 -0.4024 -3.0985 0.120 -0.111 0.130 -0.006
O -3.3965 -1.3492 -0.8720 0.192 -0.662 0.219 -0.014
O -1.3549 -2.7937 0.2716 -0.122 0.008 -0.338 0.003
H -3.1653 -2.9899 -3.2257 0.081 -0.064 0.035 0.002
H -2.0978 -3.5546 -1.8824 -0.043 0.048 -0.113 0.000
H -1.3895 -2.8076 -3.3756 -0.170 -0.048 0.041 0.000
N -4.2923 1.0078 -0.6626 -0.304 1.169 0.024 0.018
C -3.3684 1.8731 -0.9463 -0.532 -0.106 -0.198 -0.009
O -2.1390 1.5481 -1.0701 1.060 -0.250 0.000 0.083
C -3.7730 3.2943 -1.1904 0.072 0.103 0.177 -0.001
I -4.1691 4.3100 0.6510 0.131 -0.019 -0.016 0.000
H -4.0557 0.0169 -0.6621 -0.002 -0.725 0.256 -0.003
H -5.2609 1.2911 -0.6217 0.034 0.096 0.042 0.000
H -4.7004 3.3433 -1.7510 -0.013 -0.042 -0.073 0.000
H -2.9996 3.8465 -1.7078 0.079 0.014 -0.040 0.000
```
Positions in Å, forces in eV/Å.

<S²>: 2.02
LUMO level (spin up / spin down) in hartree: -0.3148 / -0.3359
E_tot in a.u.: -5608.7051
Spin multiplicity: 3
HOMO level (spin up / spin down) in Eh: -0.543 / -0.544
Net charge: +3

***

2.
Molecular formula: C25H33CaN9S3Te
Method: DFT, ωB97M-V/def2-TZVPD

Structure (XYZ):
```
72
Properties=species:S:1:pos:R:3:forces:R:3:mulliken_charge:R:1
Ca 1.0910 0.6068 -0.4484 -0.199 0.315 0.605 1.038
C -2.4612 2.7411 -4.4754 0.877 -0.529 -0.294 -0.708
S -1.4426 1.2815 -4.9347 -0.626 1.067 -0.148 -0.062
C -0.8685 0.7858 -3.3771 0.556 -0.889 1.152 0.156
S -1.3010 1.4878 -1.8566 -0.055 -0.058 -0.612 -0.362
N -0.0697 -0.2419 -3.5722 0.682 -0.573 0.237 -1.581
N 0.6009 -0.7243 -2.4617 -0.192 0.152 -0.289 1.443
C 1.2317 -1.8355 -2.5985 -0.992 1.201 0.960 -1.493
C 1.9245 -2.4032 -1.4392 -0.370 -0.865 -1.073 1.147
C 2.2173 -3.7520 -1.3962 0.045 -0.732 -0.063 -0.891
C 2.8568 -4.2612 -0.2547 -0.400 -0.416 -1.353 -0.470
C 3.2569 -3.4007 0.7190 -0.005 1.367 0.981 -1.012
C 2.8875 -2.0561 0.5816 0.670 -1.036 0.393 -0.164
N 2.2084 -1.5953 -0.4420 0.395 1.258 0.550 0.303
H -2.8185 3.1452 -5.4147 -0.339 -0.052 -0.111 0.389
H -1.8280 3.5008 -4.0076 -0.258 -0.262 0.127 0.132
H -3.2432 2.3695 -3.8256 -0.200 0.399 0.056 0.235
H 1.1223 -2.3787 -3.4885 0.054 -0.876 -1.293 0.466
H 1.9140 -4.4011 -2.2390 0.270 0.398 0.685 0.410
H 3.0315 -5.3166 -0.2136 0.196 -0.422 0.177 0.450
H 3.7944 -3.6207 1.6437 -0.147 -0.501 -0.486 0.406
H 3.1972 -1.3792 1.3557 -0.276 0.499 0.160 0.503
S 1.6870 0.7554 2.3011 1.622 0.679 -1.226 -0.495
C 0.4073 -0.0878 2.9751 -2.101 -0.179 1.358 0.351
N -0.0749 0.3452 4.0887 0.867 0.468 0.771 -0.560
N -1.1381 -0.2448 4.7460 0.180 -0.292 -1.280 -0.261
C -2.3389 -0.3232 4.0128 -1.236 -1.307 0.183 0.314
C -2.7053 0.4339 2.9117 -0.122 0.643 -0.039 -0.265
C -3.9551 0.2776 2.2996 0.870 -0.138 0.443 -0.706
C -4.8475 -0.6837 2.7379 -0.480 -0.127 -0.879 -0.389
C -4.4526 -1.5084 3.7799 -1.068 0.509 0.481 -0.575
C -3.2401 -1.2989 4.4317 -1.056 -0.663 -0.346 -0.294
N -0.2511 -1.2160 2.3693 -0.247 -0.137 -1.237 -0.609
N -0.4149 -1.1526 1.1287 0.150 0.917 0.590 0.886
C -1.0832 -2.2797 0.5660 0.425 -1.768 1.424 -0.178
C -2.0352 -2.2204 -0.4317 0.473 0.962 -0.200 -0.434
C -2.6082 -3.3710 -0.9387 -0.331 -0.317 0.023 -0.666
C -2.2323 -4.5858 -0.4048 -1.600 -1.543 -0.907 -0.427
C -1.3777 -4.6556 0.6604 0.060 -1.210 0.313 -0.686
C -0.7969 -3.5382 1.1416 1.531 1.280 1.458 0.111
H -1.3014 0.1981 5.6353 0.327 0.255 0.042 0.280
H -2.0383 1.2170 2.5691 0.028 -0.059 -0.119 0.597
H -4.1689 0.9306 1.4833 -0.303 0.276 -0.471 0.446
H -5.8263 -0.8258 2.2212 0.907 0.161 0.581 0.333
H -5.2420 -2.1810 4.1568 0.925 -0.049 -0.047 0.330
H -3.0437 -1.9823 5.2366 0.535 0.060 0.375 0.363
H -2.3046 -1.2517 -0.8008 -0.182 0.443 -0.280 0.421
H -3.4166 -3.3419 -1.6689 0.395 0.192 0.017 0.425
H -2.7176 -5.5355 -0.7501 0.476 1.056 0.183 0.324
H -1.2110 -5.5943 1.1740 0.123 -0.105 -0.203 0.435
H -0.0994 -3.6353 2.0266 -0.863 0.442 -1.212 0.337
N 3.7919 1.4469 -0.2160 -0.241 0.017 0.251 -0.293
C 4.2518 2.0805 -1.4573 -0.347 -1.311 -0.914 -0.728
C 3.1227 2.7384 -2.2257 0.308 0.411 -0.251 -0.665
N 2.0248 1.8327 -2.3906 -0.131 -0.169 0.558 -0.342
H 3.7530 2.0828 0.5789 -0.313 0.448 -0.382 0.160
H 4.4770 0.7972 0.1318 0.194 -0.604 -0.268 0.188
H 4.6373 1.2939 -2.1795 -0.292 0.507 1.093 0.314
H 5.0577 2.7527 -1.3024 0.807 0.843 0.086 0.454
H 3.4969 3.0819 -3.1875 0.379 0.048 -0.228 0.428
H 2.7093 3.6140 -1.7787 -0.028 0.789 0.869 0.159
H 2.3250 1.0790 -2.9590 0.075 -0.967 -0.818 0.151
H 1.2509 2.2723 -2.8493 -0.503 0.190 -0.260 0.124
C -0.7160 5.0838 -0.8226 -0.474 -0.983 1.173 -0.826
Te 0.0178 3.6440 0.7190 -0.742 0.092 -0.760 0.469
C 1.7518 4.7436 1.2911 -0.467 -1.129 0.286 -0.972
H -1.3750 5.7820 -0.2552 0.852 -0.223 -0.855 0.329
H -1.2586 4.5563 -1.6239 0.179 0.047 0.591 0.143
H 0.2284 5.4254 -1.2067 0.057 0.852 -0.164 0.293
H 1.4332 5.5819 1.8906 0.299 0.430 -0.196 0.400
H 2.3228 4.9212 0.3868 0.199 0.419 0.244 0.270
H 2.2230 3.9935 1.9438 0.200 0.397 -0.208 0.208
```
Positions in Å, forces in eV/Å.

LUMO level in hartree: -0.0131
E_tot in a.u.: -3605.4375
Spin multiplicity: 1
HOMO level in Eh: -0.249
Net charge: 0